Computed, not measured: C11H13ClCrO3S as an isolated structure in a non-equilibrium geometry, with ωB97M-V/def2-TZVPD.

Structure (XYZ):
```
30
C11H13ClCrO3S ωB97M-V/def2-TZVPD
Cr 0.73070 0.23644 0.84435
Cl 2.85076 0.71340 1.31033
S -2.31912 0.78022 1.11713
O -3.05464 -0.49298 1.17195
O -1.08804 0.65491 0.22717
O -3.09109 1.93189 0.72094
C 1.47800 -2.23407 1.90110
C 0.13410 -2.09109 2.28680
C 0.28815 -1.68464 -0.03420
C 0.78093 2.17288 -2.28011
C 1.28020 0.23445 -3.43347
C -0.63867 -1.75931 1.10350
C 1.84869 1.38273 -2.80134
C -0.14078 0.31897 -3.30240
C -1.68582 1.09789 2.77734
C 1.60490 -1.92320 0.50738
C -0.44673 1.50902 -2.57480
H 0.09189 -1.42885 -1.08158
H -1.44434 1.85837 -2.31505
H 2.31384 -2.56258 2.53142
H -0.27389 -2.24214 3.28950
H 0.88270 3.12623 -1.76370
H 2.91113 1.62207 -2.74587
H -1.26868 0.21979 3.27991
H -1.71163 -1.86836 1.03561
H 2.51695 -1.99384 -0.09169
H 1.83149 -0.55651 -3.94434
H -2.59309 1.49405 3.25135
H -0.92129 1.87111 2.72058
H -0.86663 -0.38683 -3.70780
```

Output
**Total charge**: -2
**HOMO energy (alpha / beta)**: -0.008 / -0.002 eV
**2S+1**: 5
**Frontier orbital gap (alpha / beta)**: 5.02 / 5.00 eV

=====

Computed, not measured: C39H33F4Zr as an isolated structure in a non-equilibrium geometry, with ωB97M-V/def2-TZVPD.

Structure (XYZ):
```
77
C39H33F4Zr ωB97M-V/def2-TZVPD
Zr -4.06322 -4.71876 4.18894
F -4.86922 -0.44633 -0.03139
F -3.38942 3.12550 2.72574
F 3.82218 3.28314 1.18960
F 6.40150 -0.69934 1.27595
C -4.98683 -5.52300 2.19598
C -5.00617 -1.88757 6.71392
C 0.55069 -5.42709 7.22233
C 1.75093 -0.85271 2.66598
C -5.64762 -5.81999 5.58975
C -4.25639 -1.05140 7.52371
C 2.82806 1.28334 2.02898
C 0.47586 -0.29842 2.85429
C -0.31235 -5.12736 4.97753
C -4.53726 -4.21394 1.79736
C -3.16896 1.89616 2.16315
C -3.10554 -4.21623 1.81383
C 5.11892 1.30936 1.18396
C -4.77453 -5.16304 6.52661
C -0.68033 -0.90514 2.36032
C -5.41298 -2.90028 4.41339
C -4.08027 -0.81371 4.74276
C -2.91192 -0.70331 1.25505
C -3.50642 -6.70706 5.34758
C -1.98216 1.22504 2.40808
C -0.46588 -3.31418 6.62927
C 3.91538 1.94252 1.48066
C -0.69040 -3.77770 5.28847
C -1.86541 -0.15011 2.04512
C -3.80906 -6.33897 2.37653
C -3.98987 0.08714 0.88015
C 0.31415 -5.91255 5.92740
C 0.19955 -4.10755 7.54982
C 4.14358 -0.77357 2.00618
C -4.18659 1.38050 1.36336
C 2.89888 -0.11759 2.25988
C -1.15636 -2.97109 4.24230
C -3.42262 -0.08610 6.94738
C 5.20451 -0.04744 1.49095
C -4.84816 -1.85514 5.31128
C -2.65303 -5.51601 2.18474
C -3.44949 -5.67244 6.34680
C -4.87097 -6.79910 4.89248
C -3.39338 0.07149 5.55594
H -0.59168 -1.90041 1.90113
H 1.88011 -1.93403 2.78610
H -5.59042 -2.49907 3.39696
H -0.75712 -2.28482 6.85630
H -1.06161 -3.34255 3.22104
H -6.01222 -5.86730 2.26273
H 5.96030 1.82857 0.73998
H 0.40202 0.63967 3.43162
H -5.17342 -3.39597 1.44930
H -5.08723 1.93421 1.11760
H 1.09554 -6.05209 7.93449
H -0.47599 -5.48499 3.95432
H -5.26992 -7.55069 4.22130
H -2.82995 0.89132 5.11519
H -6.32845 -3.36326 4.83037
H 0.63708 -6.91266 5.63986
H -5.73679 -2.58010 7.13622
H -6.72996 -5.72240 5.54091
H -2.57331 -5.43886 6.95729
H -1.61616 -5.84211 2.21988
H -2.47003 -3.38649 1.52699
H -1.56751 -1.99525 4.44944
H -2.80560 0.53650 7.57586
H -2.85511 -1.71206 0.87245
H 0.48210 -3.71140 8.52064
H -5.05992 -4.46787 7.31296
H -4.06224 -0.73254 3.65627
H -4.33277 -1.14295 8.60353
H -3.75391 -7.40773 2.54239
H -2.66422 -7.32491 5.04062
H -1.18275 1.75312 2.91732
H 1.92232 1.84137 2.24411
H 4.22661 -1.84102 2.21503
```

Output
**Total charge**: -1
**HOMO energy**: -2.531 eV
**Frontier orbital gap**: 3.84 eV

=====

Computed, not measured: the molecule C3H8N4 in a non-equilibrium geometry, with ωB97M-V/def2-TZVPD.

Structure (XYZ):
```
15
C3H8N4 ωB97M-V/def2-TZVPD
N 0.52738 -0.65253 -0.57139
N -0.34681 0.47981 1.39948
N 0.92787 1.71414 -0.15456
N -1.91123 -0.00424 -0.28273
C -1.56155 0.41365 0.94459
C 0.75086 0.46381 0.51475
C 1.21618 -1.70123 -0.62568
H -2.89381 -0.17891 -0.42549
H 1.71691 1.69990 -0.79255
H -0.86248 -0.46079 -0.83750
H 1.66774 0.19795 1.05887
H 0.08267 1.97630 -0.65226
H 2.03579 -1.89802 0.06517
H 0.98572 -2.46815 -1.35628
H -2.33523 0.41832 1.71560
```

Output
**SMILES**: C=N[C@@H](N)/N=C\N
**HOMO energy**: -8.393 eV
**Energy relative to the best compared isomer or geometry (same formula, charge and spin)**: 225.0 kJ/mol
**Frontier orbital gap**: 9.32 eV

=====

Computed, not measured: an isolated ion of composition C5H13N2 and charge +1 in a non-equilibrium geometry, with ωB97M-V/def2-TZVPD.

Structure (XYZ):
```
20
C5H13N2 ωB97M-V/def2-TZVPD
N -0.93289 -1.75604 0.69351
N -1.35632 -0.62957 -1.34734
C -0.25050 0.28817 -1.26793
C 0.47055 1.20228 0.97432
C -1.66161 -1.53823 -0.44596
C 1.72185 0.19726 1.07587
C -0.11702 1.54355 -0.39513
H 2.67924 0.94000 1.19600
H 0.57651 2.25641 -0.94924
H 2.00763 -0.41111 0.14660
H -1.78790 -0.65505 -2.27947
H -0.22413 0.89840 1.73245
H 0.86902 2.14394 1.28075
H -1.12865 2.06433 -0.48731
H 0.51575 -0.47417 -0.93795
H 0.00961 -1.42712 0.67079
H -1.12536 -2.33603 1.40375
H -2.36094 -2.37153 -0.75720
H 1.76437 -0.52895 1.89435
H 0.33081 0.59345 -2.20083
```

Output
**SMILES**: CCCC/[NH+]=C\N
**Total charge**: +1
**HOMO energy**: -14.755 eV
**Energy relative to the best compared isomer or geometry (same formula, charge and spin)**: 282.5 kJ/mol
**Frontier orbital gap**: 10.75 eV

=====

Computed, not measured: the molecule C4H6N2O in a non-equilibrium geometry, with ωB97M-V/def2-TZVPD.

Structure (XYZ):
```
13
C4H6N2O ωB97M-V/def2-TZVPD
O -0.44214 -1.53975 -0.03436
N -0.59484 1.26889 -0.49992
N -1.66571 0.43879 0.00870
C 1.71527 -0.20770 0.00238
C 0.38540 0.62387 0.24284
C 0.48519 -0.71284 -0.41773
C -1.63098 -0.87242 -0.07611
H 2.01308 -0.35139 1.06737
H 0.51550 -0.41427 -1.41539
H 0.40119 0.87658 1.32379
H -2.71817 -1.20453 0.33560
H -1.03010 2.06785 0.24003
H 2.56632 0.02691 -0.77720
```

Output
**SMILES**: C1=NN[C@@H]2C[C@H]2O1
**HOMO energy**: -8.830 eV
**Energy relative to the best compared isomer or geometry (same formula, charge and spin)**: 745.7 kJ/mol
**Frontier orbital gap**: 9.74 eV

=====

| no. | E_tot (a.u.) |
| --- | --- |
| 1 | -2555.50508 |
| 2 | -1952.35122 |
| 3 | -338.06808 |
| 4 | -307.51402 |
| 5 | -340.51090 |